{"formula": "C35H72Br4F2N10O27S2", "method": "ωB97M-V/def2-TZVPD", "energy_ha": -15246.80861, "orbital_gap_ev": 1.730, "charge": -2, "mol_weight_da": 1486.8, "elements": ["C", "C", "C", "C", "C", "C", "N", "O", "C", "C", "C", "H", "H", "H", "H", "H", "H", "H", "H", "H", "H", "H", "H", "H", "H", "H", "H", "H", "H", "C", "C", "C", "O", "C", "C", "C", "O", "O", "O", "H", "H", "N", "S", "O", "O", "F", "S", "O", "O", "F", "C", "N", "O", "O", "H", "H", "H", "C", "N", "O", "O", "H", "H", "H", "C", "N", "O", "O", "H", "H", "H", "C", "N", "O", "O", "H", "H", "H", "C", "N", "O", "O", "H", "H", "H", "C", "N", "O", "O", "H", "H", "H", "C", "N", "O", "O", "H", "H", "H", "C", "N", "O", "O", "H", "H", "H", "Br", "C", "C", "Br", "H", "H", "H", "H", "Br", "C", "C", "Br", "H", "H", "H", "H", "C", "C", "O", "C", "C", "H", "H", "H", "H", "H", "H", "H", "H", "H", "H", "C", "C", "O", "C", "C", "H", "H", "H", "H", "H", "H", "H", "H", "H", "H"], "xyz": [[14.5422, -0.1267, 20.2580], [15.0761, -0.5802, 21.5959], [16.2634, 0.3909, 21.8269], [16.9454, 0.3116, 23.1837], [15.8635, 0.6839, 24.2555], [14.5275, -0.0475, 24.1288], [14.0193, -0.1513, 22.6437], [12.7423, -0.4338, 22.4484], [13.5403, 0.6751, 25.0528], [14.7102, -1.4897, 24.6601], [15.3839, -2.1140, 21.7246], [14.0335, 0.8282, 20.3904], [13.8226, -0.8146, 19.8140], [15.2611, -0.0911, 19.4395], [16.0439, 1.4396, 21.6264], [17.0523, 0.1103, 21.1290], [17.7267, 1.0686, 23.1148], [17.4526, -0.5960, 23.5108], [15.8362, 1.7736, 24.2601], [16.2949, 0.4063, 25.2172], [13.3773, 1.7049, 24.7350], [13.7612, 0.6665, 26.1202], [12.5960, 0.1930, 24.8000], [14.4964, -1.5552, 25.7269], [15.7257, -1.8850, 24.6349], [14.0105, -2.2696, 24.3597], [14.3425, -2.4354, 21.7072], [16.0408, -2.4470, 22.5281], [15.7557, -2.4558, 20.7586], [11.7668, 9.1518, 19.7905], [10.9498, 8.0626, 19.7748], [11.3640, 6.7470, 20.3351], [10.6749, 5.6638, 20.3785], [12.6450, 6.5837, 20.8836], [13.4928, 7.7909, 21.1286], [13.0728, 9.1894, 20.4373], [13.8202, 10.1211, 20.5206], [14.6585, 7.8583, 21.5355], [9.9419, 8.2099, 18.9336], [11.4372, 10.0617, 19.3112], [12.7963, 5.7024, 21.4892], [24.9044, 7.4534, 23.8864], [24.5948, 6.1622, 24.5991], [23.3336, 5.5398, 24.5341], [25.3606, 5.8478, 25.7893], [25.3871, 5.3246, 23.4851], [23.6790, 8.3834, 24.5830], [23.4452, 8.3798, 25.9960], [22.5762, 8.5521, 23.6669], [24.5057, 9.8197, 24.3694], [15.4245, -1.7670, 33.5799], [16.0281, -3.1118, 33.9163], [16.7297, -3.1297, 34.9481], [15.7113, -4.0777, 33.3077], [16.2461, -1.0556, 33.6631], [14.6902, -1.5818, 34.3638], [15.1096, -1.7252, 32.5372], [17.1474, -10.4215, 21.4099], [18.2898, -9.5436, 21.7953], [19.1010, -9.8656, 22.6517], [18.3963, -8.4707, 21.2920], [16.1969, -9.8908, 21.4652], [17.1081, -11.2047, 22.1670], [17.4287, -10.8616, 20.4532], [18.3693, 6.2586, 29.7725], [18.3887, 4.9557, 30.4551], [19.2075, 4.8282, 31.3210], [17.4516, 4.1468, 30.2510], [18.7524, 7.0725, 30.3880], [17.4408, 6.4446, 29.2328], [19.0581, 6.0294, 28.9593], [6.8181, -1.5067, 31.8260], [8.2709, -1.6101, 31.3429], [8.4470, -2.4728, 30.4691], [9.1219, -0.7948, 31.6783], [6.6800, -2.4857, 32.2848], [6.3041, -1.4256, 30.8682], [6.7508, -0.6178, 32.4532], [13.5020, -8.2111, 28.1955], [14.2451, -7.9451, 26.9623], [13.6832, -8.1240, 25.8407], [15.4088, -7.6397, 27.1588], [12.4483, -8.2278, 27.9169], [13.7392, -7.3372, 28.8023], [13.9068, -9.1665, 28.5291], [5.4839, -5.5189, 24.8538], [6.9022, -6.0593, 24.8541], [7.7913, -5.2829, 25.0864], [7.0388, -7.3114, 24.6967], [5.4203, -4.6497, 25.5085], [4.6965, -6.1902, 25.1965], [5.1513, -5.2722, 23.8456], [16.4413, 5.8608, 15.7379], [17.4060, 5.2465, 14.7625], [18.2075, 4.3926, 15.1531], [17.3835, 5.6485, 13.6379], [15.5558, 6.2695, 15.2513], [16.9494, 6.7896, 15.9971], [16.4077, 5.3518, 16.7012], [21.0620, -4.5169, 30.4759], [20.5812, -3.4714, 29.5852], [20.5498, -3.6639, 28.3618], [20.1358, -2.4491, 30.0882], [22.0269, -4.4811, 30.9817], [21.0363, -5.4075, 29.8480], [20.3178, -4.5246, 31.2722], [25.2333, -3.0850, 21.9171], [23.6486, -3.9417, 22.7309], [24.0931, -5.3231, 23.3777], [24.5720, -6.5124, 21.8825], [22.7718, -4.1202, 22.1083], [23.2590, -3.2533, 23.4808], [23.2389, -5.6931, 23.9448], [25.0057, -5.3436, 23.9734], [4.1329, 4.7481, 27.4921], [5.2700, 6.0610, 26.5597], [6.6285, 5.3608, 26.3396], [7.1821, 4.9950, 28.2664], [5.4414, 6.9653, 27.1436], [4.7622, 6.3947, 25.6548], [7.2813, 6.1143, 25.8988], [6.5758, 4.4515, 25.7409], [14.9946, -2.9128, 10.5908], [15.3034, -1.7750, 9.6314], [14.4646, -1.8083, 8.5799], [14.4123, -0.6250, 7.7552], [13.2048, -0.5278, 6.8390], [15.8915, -3.3181, 11.0592], [14.2579, -2.4946, 11.2767], [14.4522, -3.6654, 10.0185], [15.3201, -0.8044, 10.1272], [16.3378, -1.7857, 9.2877], [14.4128, 0.3099, 8.3156], [15.2508, -0.5486, 7.0630], [12.3106, -0.6948, 7.4396], [13.2268, -1.3185, 6.0891], [13.1558, 0.4238, 6.3096], [10.9970, -9.8705, 18.4799], [11.2907, -10.6731, 17.1904], [12.1878, -11.7363, 17.4826], [11.9610, -12.9340, 16.7989], [12.7584, -13.9949, 17.3718], [10.8890, -10.4950, 19.3667], [11.9591, -9.3845, 18.6418], [10.4093, -8.9693, 18.3051], [10.2946, -10.8900, 16.8045], [11.7920, -10.0021, 16.4929], [10.9102, -13.2234, 16.7870], [12.3204, -12.8374, 15.7744], [13.5388, -14.2497, 16.6548], [12.1300, -14.8822, 17.2938], [13.1050, -13.7873, 18.3841]], "forces_ev_per_a": [[-1.2, -0.9, -1.0], [0.5, 1.8, 1.1], [1.3, -1.7, 0.3], [-1.3, 0.8, 0.8], [2.0, -0.1, -0.7], [0.2, -0.3, 0.0], [-1.3, -0.7, 0.9], [3.3, 0.5, 0.5], [-1.3, 0.0, -1.8], [-0.1, -0.8, 1.1], [-1.0, 1.5, -1.4], [0.2, 0.0, -0.2], [-0.5, -0.1, 0.4], [0.6, 0.4, 0.5], [-0.5, -0.1, 0.0], [-0.2, 0.0, -0.6], [0.0, 0.1, 0.6], [-0.2, -0.4, -0.7], [-0.8, 0.0, -0.1], [-0.3, 0.0, 0.3], [0.3, 0.1, 0.0], [0.3, -0.4, -0.3], [-0.4, -0.1, 0.7], [0.1, 0.8, 0.4], [0.0, 0.1, -0.6], [0.0, 0.3, -1.0], [0.1, -1.0, 0.7], [-0.5, 0.2, 0.0], [0.4, 0.1, 0.0], [2.7, 1.5, 1.5], [-3.6, 0.4, -4.7], [-1.1, -3.9, 0.9], [0.1, 2.7, -0.8], [1.4, 3.0, 1.6], [1.6, 0.6, -1.9], [-2.3, -2.4, 0.6], [0.7, 1.1, -0.2], [-1.4, -1.3, 0.5], [1.6, -1.5, 2.8], [-0.1, -0.1, -0.2], [0.3, -0.3, -0.4], [-2.7, 4.3, 1.3], [4.1, -6.5, 1.2], [-2.4, 0.4, 0.0], [-0.5, 0.9, -0.4], [0.5, -0.7, -0.3], [0.7, 3.9, -2.7], [0.3, -0.7, -0.5], [0.8, -0.5, 1.1], [-0.6, -1.2, 0.3], [1.2, 0.1, -0.2], [0.6, 1.3, 2.7], [-0.7, 0.2, -1.6], [-0.3, -1.2, -1.2], [-0.1, 0.0, 0.3], [-0.1, 0.0, -0.4], [-0.5, -0.4, 0.4], [0.4, -0.9, 0.9], [1.1, 0.5, 1.7], [-0.7, -1.7, 0.1], [-0.9, 1.5, -1.9], [0.4, 0.3, -0.5], [0.2, 0.0, -0.2], [-0.4, 0.3, -0.1], [0.5, -0.3, -2.0], [-3.4, -0.6, 1.3], [1.0, -0.5, 0.2], [1.9, 1.3, -0.3], [-0.2, -0.4, 0.1], [-0.2, -0.1, 0.7], [0.4, 0.6, -0.1], [1.7, -0.1, -0.6], [0.6, 0.2, -1.8], [-0.1, 0.9, 1.5], [-1.2, -0.9, 0.2], [-0.5, 0.4, 0.2], [-0.3, 0.0, 0.4], [-0.2, -0.4, 0.0], [-0.7, 0.5, -0.5], [0.0, -0.5, -2.6], [1.6, 0.6, 2.8], [-0.6, 0.0, -0.9], [0.1, -0.3, 0.3], [-0.1, -0.5, 0.5], [-0.3, 0.3, 0.4], [-0.7, 0.3, 0.0], [-0.7, -2.8, 0.4], [-0.2, -0.1, -0.3], [-0.4, 3.1, 0.1], [0.5, 0.1, -0.3], [0.8, -0.7, 0.2], [0.7, 0.2, -0.1], [1.1, 1.4, 0.4], [0.6, -1.5, 1.2], [-1.1, 0.9, 0.2], [-0.4, 0.7, -1.2], [-0.2, -1.0, 0.0], [0.3, 0.1, 0.0], [-0.5, -0.5, -0.6], [-0.6, -1.7, 0.4], [-0.4, 2.2, -1.9], [0.5, -0.4, 1.6], [0.5, -0.7, 0.2], [0.1, 1.0, -0.6], [-0.1, -0.1, 0.4], [0.0, -0.4, -0.1], [-1.0, -0.2, 0.1], [0.8, -1.1, 1.4], [-0.4, 1.2, -1.2], [-0.4, -0.2, 0.4], [0.7, 0.0, -0.8], [0.5, 0.0, 0.3], [0.2, -0.4, -0.2], [-0.3, 0.6, 0.0], [-0.6, 0.7, -0.5], [0.5, -0.7, -0.2], [-1.0, 1.1, 1.2], [0.8, 0.1, -1.4], [-0.3, -0.4, 0.4], [0.0, -0.5, -0.1], [0.4, -0.4, 0.2], [0.1, 0.0, 0.4], [-0.7, 0.7, -0.5], [2.5, 0.6, 1.3], [-2.6, 1.0, -2.8], [0.2, 0.3, -0.5], [-0.4, -1.3, 0.5], [-0.3, 0.1, 0.2], [0.2, -0.4, 0.5], [0.3, -0.3, 0.0], [-0.6, 0.3, 0.4], [0.5, -0.6, -0.3], [0.2, -0.2, 0.8], [0.7, -0.4, 0.3], [-0.2, 0.3, -0.1], [0.0, -0.1, -0.1], [0.1, 0.1, 0.3], [2.6, 0.4, -0.7], [-0.4, 1.1, 0.9], [-1.0, 0.6, 0.5], [-0.7, 1.5, -1.2], [0.8, -2.3, 0.0], [-0.9, 0.2, -0.2], [0.4, 0.0, 0.5], [-0.9, -0.6, 0.2], [0.2, -1.1, -0.5], [-0.2, 0.1, -0.3], [-0.3, 0.4, 0.0], [-0.5, 0.3, -0.5], [0.7, 0.2, 0.6], [0.1, -0.3, 0.8], [0.0, -0.2, -0.2]], "lowdin_charge": [-0.06, -0.45, -0.16, -0.17, -0.14, -0.43, -0.08, -0.04, -0.04, -0.05, 0.00, 0.10, 0.08, 0.09, 0.13, 0.12, 0.11, 0.10, 0.12, 0.12, 0.09, 0.09, 0.08, 0.08, 0.07, 0.09, 0.08, 0.07, 0.08, 0.03, -0.36, -0.37, -0.02, 0.08, -0.30, -0.38, 0.06, 0.03, -0.07, 0.11, 0.10, -0.27, 0.36, -0.28, -0.32, -0.23, 0.58, -0.29, -0.29, -0.26, 0.05, -0.45, 0.02, 0.08, 0.10, 0.10, 0.10, 0.05, -0.46, 0.04, 0.07, 0.10, 0.09, 0.10, 0.03, -0.45, 0.07, 0.03, 0.10, 0.10, 0.11, 0.06, -0.43, 0.03, 0.06, 0.09, 0.10, 0.09, 0.03, -0.44, 0.03, 0.06, 0.10, 0.10, 0.11, 0.03, -0.41, 0.09, 0.02, 0.09, 0.09, 0.09, 0.05, -0.45, 0.04, 0.06, 0.10, 0.10, 0.10, 0.02, -0.44, 0.05, 0.06, 0.10, 0.10, 0.10, 0.57, -0.66, -0.65, 0.55, 0.06, 0.05, 0.06, 0.04, 0.53, -0.69, -0.58, 0.50, 0.05, 0.06, 0.07, 0.06, -0.05, -0.36, -0.14, -0.26, -0.09, 0.08, 0.07, 0.07, 0.11, 0.11, 0.11, 0.11, 0.07, 0.07, 0.08, -0.08, -0.27, -0.14, -0.34, -0.09, 0.08, 0.06, 0.08, 0.11, 0.11, 0.12, 0.12, 0.08, 0.08, 0.09]}